No. 1
ORCA calculation (wB97M-V/def2-TZVPD) on 2 unconnected molecules or ions with the total composition C2H10NOS2 in a non-equilibrium geometry.

ORCA input file:
```
! wB97M-V def2-TZVPD RIJCOSX def2/J DEFGRID3
* xyz 1 1
N 1.295 -0.653 1.613
C -0.174 -0.503 1.887
C -0.829 0.069 0.671
S -0.692 -1.009 -0.790
S -1.435 0.411 -2.124
H 1.619 0.263 1.246
H 1.476 -1.302 0.841
H 1.841 -0.987 2.412
H -0.260 0.233 2.683
H -0.570 -1.436 2.268
H -1.866 0.319 0.776
H -0.371 1.016 0.400
H -0.765 0.023 -3.217
H 3.061 1.976 0.464
H 2.818 2.376 1.932
O 2.914 1.613 1.349
*
```

Properties
- HOMO level: -12.0685 eV
- ΔE to the lowest compared entry with this formula, charge and spin: 41.87 kJ/mol
- E: -27437.8585 eV

No. 2
ORCA calculation (wB97M-V/def2-TZVPD) on a molecular structure, C23H16O5PV in a non-equilibrium geometry.

ORCA input file:
```
! wB97M-V def2-TZVPD RIJCOSX def2/J DEFGRID3
* xyz 2 3
O 4.907 -1.578 -2.626
C 4.093 -0.822 -2.344
V 2.709 0.450 -0.881
O 3.801 -2.143 0.331
C 3.330 -1.152 -0.044
C 2.391 1.576 0.647
O 2.376 2.280 1.575
C 1.690 1.001 -2.673
O 1.727 2.165 -3.027
C 4.137 1.633 -1.157
O 5.049 2.341 -1.275
H 1.011 0.334 -3.323
C -2.758 -3.207 -1.577
C -1.538 -3.056 -2.258
C -0.558 -2.173 -1.786
C -0.805 -1.391 -0.650
C -2.017 -1.572 0.039
C -2.993 -2.458 -0.414
P 0.273 -0.050 -0.072
C -0.843 1.413 -0.359
C -0.885 2.569 0.430
C -1.759 3.613 0.109
C -2.551 3.560 -1.037
C -2.436 2.459 -1.885
C -1.584 1.400 -1.556
C 0.217 -0.388 1.719
C -0.553 0.301 2.669
C -0.409 0.014 4.033
C 0.474 -0.984 4.453
C 1.192 -1.724 3.497
C 1.022 -1.457 2.141
H -3.537 -3.885 -1.954
H -1.358 -3.637 -3.171
H 0.398 -2.109 -2.302
H -2.191 -1.021 0.964
H -3.937 -2.566 0.146
H -0.260 2.653 1.315
H -1.822 4.469 0.771
H -3.245 4.370 -1.278
H -3.013 2.402 -2.817
H -1.510 0.541 -2.233
H -1.264 1.053 2.357
H -0.997 0.575 4.768
H 0.587 -1.210 5.519
H 1.888 -2.514 3.810
H 1.555 -2.071 1.405
*
```

Properties
- HOMO level (spin up / spin down): -14.8369 / -14.8365 eV
- E: -69303.8938 eV

No. 3
ORCA calculation (wB97M-V/def2-TZVPD) on a molecular structure, C21H23Cl2FGeN3Os.

ORCA input file:
```
! wB97M-V def2-TZVPD RIJCOSX def2/J DEFGRID3
* xyz 1 1
Os -0.981 1.826 0.673
Cl -1.553 3.932 1.351
C -1.245 4.536 3.062
Cl -1.329 6.271 3.085
H -0.254 4.183 3.321
H -2.023 4.112 3.682
C 0.973 -0.314 3.626
Ge 1.680 0.185 1.876
C 3.565 0.690 1.956
C 1.472 -1.237 0.539
C 0.755 1.828 1.185
H 0.691 -1.366 3.641
H 0.093 0.278 3.869
H 1.732 -0.151 4.391
H 4.159 -0.163 2.286
H 3.716 1.504 2.664
H 3.932 1.004 0.979
H 1.839 -2.176 0.955
H 2.064 -1.011 -0.350
H 0.435 -1.383 0.241
H 1.370 2.733 1.040
N 3.612 -2.652 -7.751
C 2.920 -2.295 -6.907
C 2.054 -1.846 -5.851
C 1.926 -0.484 -5.593
C 1.088 -0.049 -4.582
C 0.397 -0.984 -3.826
C 0.519 -2.343 -4.072
C 1.346 -2.774 -5.093
N -0.454 -0.543 -2.765
C -1.659 -1.105 -2.388
C -2.105 -0.384 -1.334
N -1.191 0.619 -1.058
C -0.211 0.483 -1.941
H 2.470 0.230 -6.195
H 0.953 1.010 -4.408
H -0.006 -3.062 -3.457
H 1.455 -3.830 -5.298
H -2.096 -1.927 -2.925
H -3.016 -0.487 -0.773
H 0.679 1.086 -1.986
F -3.858 -1.809 4.712
C -3.231 -1.016 3.834
C -3.238 0.349 4.039
C -2.581 1.155 3.122
C -1.923 0.634 2.000
C -1.958 -0.758 1.841
C -2.597 -1.587 2.750
H -3.745 0.759 4.901
H -2.580 2.217 3.297
H -1.454 -1.224 1.006
H -2.610 -2.662 2.628
*
```

Properties
- HOMO level: -11.0249 eV
- ΔE to the lowest compared entry with this formula, charge and spin: 10.10 kJ/mol
- E: -113357.1892 eV

No. 4
ORCA calculation (wB97M-V/def2-TZVPD) on a molecular structure, C27H21CrN3O5PS in a non-equilibrium geometry.

ORCA input file:
```
! wB97M-V def2-TZVPD RIJCOSX def2/J DEFGRID3
* xyz -1 5
Cr 3.185 -5.893 19.088
O 3.389 -4.811 25.081
C 3.308 -4.924 23.897
C 4.099 -4.138 22.881
O 4.880 -3.247 23.152
C 3.727 -4.719 21.609
C 2.671 -5.617 21.755
O 2.040 -6.171 20.780
C 2.436 -5.937 23.165
O 1.728 -6.779 23.641
O 4.242 -4.513 20.426
C 6.454 -9.768 13.061
C 5.226 -10.335 13.507
C 4.394 -9.660 14.369
C 4.751 -8.396 14.843
C 5.941 -7.835 14.384
C 6.794 -8.509 13.520
P 3.619 -7.640 16.090
C 4.238 -5.926 16.212
C 3.660 -5.005 15.343
C 4.064 -3.674 15.312
C 4.973 -3.221 16.287
C 5.551 -4.138 17.180
C 5.218 -5.498 17.077
C 4.217 -8.451 17.623
C 5.001 -9.589 17.634
C 5.213 -10.300 18.823
C 4.581 -9.844 20.005
C 3.879 -8.637 20.016
C 3.649 -7.936 18.798
H 7.082 -10.255 12.293
H 4.986 -11.339 13.107
H 3.490 -10.106 14.695
H 6.227 -6.838 14.736
H 7.670 -7.983 13.137
H 2.878 -5.295 14.661
H 3.528 -3.001 14.594
H 5.229 -2.188 16.319
H 6.270 -3.858 17.946
H 5.691 -6.213 17.718
H 5.437 -9.903 16.696
H 5.887 -11.141 18.851
H 4.649 -10.444 20.879
H 3.398 -8.271 20.930
C 0.889 -2.548 14.218
C 0.062 -2.633 15.509
C 0.964 -2.822 16.731
N 1.440 -3.939 17.114
N 2.331 -3.846 18.156
C 2.545 -2.606 18.552
N 3.367 -2.223 19.479
S 1.543 -1.467 17.688
H 0.229 -2.317 13.391
H 1.377 -3.514 13.975
H 1.633 -1.736 14.226
H -0.570 -3.518 15.423
H -0.614 -1.775 15.600
H 3.853 -2.988 19.982
H 3.464 -1.266 19.708
*
```

Properties
- HOMO level (spin up / spin down): -4.5215 / -4.6523 eV
- ΔE to the lowest compared entry with this formula, charge and spin: 0.00 kJ/mol
- E: -91594.3544 eV

No. 5
ORCA calculation (wB97M-V/def2-TZVPD) on a molecular structure, C38H42AsAuCl2NO2P2.

ORCA input file:
```
! wB97M-V def2-TZVPD RIJCOSX def2/J DEFGRID3
* xyz -1 3
Au 1.807 0.125 -2.729
O 0.306 1.110 0.339
P 0.367 0.099 1.411
C 0.121 -1.612 0.844
P -0.912 -1.855 -0.637
O -0.613 -1.020 -1.814
C -0.621 -3.611 -0.979
C -1.234 -4.654 -0.292
C -0.923 -5.970 -0.605
C 0.002 -6.243 -1.605
C 0.612 -5.204 -2.294
C 0.300 -3.887 -1.987
C -2.643 -1.714 -0.121
C -3.118 -1.964 1.161
C -4.475 -1.870 1.439
C -5.365 -1.532 0.430
C -4.898 -1.277 -0.853
C -3.542 -1.365 -1.128
C 1.950 0.051 2.277
C 2.181 -0.767 3.382
C 3.424 -0.776 3.991
C 4.436 0.041 3.502
C 4.205 0.861 2.411
C 2.962 0.865 1.789
C -0.851 0.405 2.729
C -1.307 1.718 2.821
C -2.193 2.083 3.825
C -2.627 1.141 4.746
C -2.175 -0.169 4.663
C -1.289 -0.533 3.660
H -0.230 -2.264 1.649
H 1.115 -1.971 0.549
H -1.966 -4.444 0.480
H -1.404 -6.781 -0.073
H 0.245 -7.270 -1.849
H 1.333 -5.416 -3.073
H 0.759 -3.062 -2.520
H -2.434 -2.210 1.962
H -4.834 -2.053 2.444
H -6.423 -1.455 0.647
H -5.589 -0.997 -1.637
H -3.157 -1.139 -2.115
H 1.391 -1.396 3.774
H 3.605 -1.416 4.846
H 5.411 0.033 3.974
H 4.994 1.489 2.026
H 2.770 1.484 0.921
H -0.970 2.437 2.083
H -2.548 3.104 3.883
H -3.318 1.426 5.530
H -2.513 -0.908 5.379
H -0.945 -1.560 3.612
Cl 4.903 1.531 -1.280
C 5.204 -0.114 -0.788
C 6.440 -0.447 -0.281
C 6.717 -1.740 0.148
C 5.708 -2.695 0.055
C 4.473 -2.357 -0.444
Cl 3.215 -3.571 -0.529
C 4.128 -1.047 -0.897
N 2.920 -0.753 -1.307
H 7.196 0.327 -0.227
H 7.690 -1.998 0.543
H 5.876 -3.715 0.376
C 0.619 1.004 -4.135
H -0.370 0.542 -4.244
H 1.034 1.190 -5.130
C -1.618 5.906 -0.180
C -1.481 5.342 -1.592
As -0.562 3.565 -1.616
C -2.168 2.433 -1.814
C -2.957 2.284 -0.518
C -0.043 3.549 -3.494
C -1.040 3.921 -4.565
H -2.065 6.904 -0.178
H -0.642 5.975 0.305
H -2.241 5.266 0.449
H -0.870 6.012 -2.202
H -2.458 5.262 -2.076
H -1.802 1.459 -2.149
H -2.799 2.851 -2.601
H -2.368 1.744 0.226
H -3.887 1.729 -0.674
H -3.226 3.254 -0.090
H 0.274 2.198 -3.767
H 0.924 4.035 -3.616
H -1.912 3.264 -4.546
H -0.590 3.826 -5.558
H -1.403 4.952 -4.469
*
```

Properties
- HOMO level (spin up / spin down): -3.1170 / -3.7089 eV
- E: -153825.8414 eV